1.
Here is a molecular structure, C37H57BGeN10S2Si3Sr from the OMol25 dataset. Energies are from ωB97M-V/def2-TZVPD.

Properties
- multiplicity = 1

Each line ends with the Mulliken charge.
CARTESIAN COORDINATES (ANGSTROEM)
C (-0.1384, 4.2054, 0.7062)  -0.927
H (-2.0113, 3.2864, 5.7185)  0.224
H (1.6442, 2.5532, 3.7743)  0.212
C (1.7681, 1.2651, -6.7328)  -0.120
C (0.1356, 2.8488, -4.1675)  -0.230
Si (-3.6123, 1.2462, 1.7944)  0.489
C (-0.9710, 2.8128, -2.2836)  0.001
H (-2.4810, 2.0845, 6.9179)  0.386
H (-0.8017, 4.9160, 4.5203)  0.326
H (-4.6642, 1.6546, -0.3928)  0.519
Ge (-1.4052, 1.4877, 2.6778)  -0.419
H (-3.2375, -2.4864, -5.4058)  0.447
H (3.3339, -1.1783, -1.3066)  -0.737
H (3.9156, 0.9104, 0.8239)  0.322
C (3.0597, -1.5740, 2.5969)  -0.277
H (-4.3667, -0.8441, 2.8974)  0.296
C (-0.4202, 3.6835, -3.2318)  -1.551
C (1.3855, 1.8061, -7.9321)  -0.979
C (-1.6207, -4.4838, 0.7594)  -0.701
C (3.8389, 0.1093, -3.1995)  -0.674
H (-2.9738, 1.2265, -0.6214)  -0.143
H (-0.9021, 5.8935, 3.0590)  0.418
Sr (0.3897, -0.6646, -2.2367)  1.110
S (-1.5958, -2.5173, -1.0998)  -0.261
H (0.6772, -6.5157, 2.1909)  0.411
H (-2.3323, 0.0967, -5.2460)  0.528
H (2.1429, -5.1656, 0.7722)  0.458
C (-0.0197, 1.6984, -7.9284)  -0.275
C (-4.8707, 2.2519, 2.7615)  -1.127
H (-1.0778, -3.9633, -4.5998)  0.442
C (1.3802, -2.1953, 4.1863)  -0.920
H (-3.4231, 2.8688, -0.0947)  0.250
H (0.5191, 5.0802, 0.6941)  0.491
N (1.9346, -0.0820, -4.1595)  2.588
Si (-0.2566, 3.5917, 2.4734)  0.852
H (3.5584, -3.5698, -0.6777)  0.398
C (0.2573, -5.7276, 1.5797)  -1.098
C (-1.1412, 4.9142, 3.4828)  -1.312
H (0.6111, -3.7807, -2.5910)  0.040
H (4.8939, -1.4024, -4.4684)  0.510
N (-0.7763, 1.5461, -2.5989)  -1.379
H (1.0774, -2.7102, 5.0889)  0.519
C (2.7130, -2.1671, 3.8004)  -0.999
H (-4.6551, 3.3219, 2.7684)  0.282
H (0.2309, 0.4833, 6.7802)  0.410
C (-4.0808, -0.5648, 1.8811)  -0.753
H (2.9277, 1.1658, -0.6387)  0.146
N (-0.4600, 1.1398, -6.8177)  -1.138
C (-1.1495, -2.8937, -4.7186)  -0.431
H (4.5719, 0.4772, -2.4982)  0.472
H (-1.6386, -1.3643, 5.9503)  0.419
N (0.6430, 0.8624, -6.0843)  0.191
H (2.0951, -4.6598, -2.1436)  0.417
H (1.0493, 0.5742, 5.2216)  0.194
H (-1.1060, 4.5147, 0.3054)  0.324
N (2.4189, -0.5616, 0.4416)  1.840
S (-0.4171, -0.0135, 1.2865)  1.326
H (2.0220, 2.2130, -8.6978)  0.428
C (0.5794, -3.9208, -0.0115)  -1.338
N (2.5997, 0.5662, -3.1398)  -0.449
H (-1.5104, 3.0483, -1.3800)  0.118
N (1.4839, -3.1154, -0.8098)  2.001
H (4.0898, -1.6066, 2.2613)  0.427
H (-2.6647, -1.2183, 4.5220)  0.213
H (-1.7791, -6.0557, 2.1965)  0.394
H (2.7607, -3.2292, 0.8399)  0.795
C (-2.3066, -0.6924, 5.4071)  -1.256
C (2.9073, 0.8121, 0.3938)  -0.583
C (3.2932, -1.4929, -0.2663)  -0.016
H (2.1980, -3.0127, -2.7972)  0.538
C (1.0805, -4.9548, 0.7798)  0.061
H (4.3345, -1.4518, 0.0973)  0.288
N (-0.5560, -0.8401, -4.5896)  1.316
H (-5.8505, 2.1135, 2.2949)  0.398
H (2.2255, 1.4484, 0.9570)  -0.356
H (-3.4851, 2.3330, 5.4916)  0.221
H (2.2042, 3.2871, 2.2705)  0.403
H (-3.2744, -1.2186, 1.5415)  -0.003
H (-3.1701, -0.4990, 6.0477)  0.399
Si (-1.4405, 0.9402, 5.0219)  1.142
H (-0.7203, 2.0029, -8.6896)  0.449
C (0.4312, -1.5569, 3.4074)  -1.351
H (-4.9481, 1.9124, 3.7955)  0.237
H (0.5237, 2.0552, 6.0392)  0.358
H (0.6450, 3.0789, -5.0876)  0.508
C (1.5109, 3.4045, 3.1059)  -1.234
C (-1.1090, -5.4749, 1.5749)  -0.716
C (2.8049, -2.9283, -0.2011)  -1.773
H (-2.2272, 4.8087, 3.4824)  0.289
H (1.8075, 4.3068, 3.6475)  0.504
N (-0.0804, 1.5677, -3.7927)  1.811
H (2.3932, -1.5569, -5.5915)  0.635
C (1.6039, -3.6767, -2.1591)  -1.307
C (4.0059, -0.8548, -4.2086)  -1.172
H (2.7436, 1.1502, -6.2920)  0.401
H (3.4727, -2.6371, 4.4108)  0.429
C (0.7864, -0.8962, 2.2354)  1.022
C (-0.8067, -3.6896, -0.0659)  0.659
N (-0.1206, -2.1334, -4.4074)  -0.156
C (-1.8422, -0.8347, -5.0210)  -0.557
H (-0.4391, 4.7583, -3.2328)  0.460
H (-2.6862, -4.2950, 0.7381)  0.455
C (2.1015, -0.9894, 1.7748)  -2.070
H (-0.6108, -1.5822, 3.6887)  0.783
C (2.7600, -0.9512, -4.7784)  -0.979
H (0.2959, 3.4550, 0.0422)  0.004
C (0.2589, 1.0169, 5.8256)  -1.196
C (-3.6560, 1.8058, 0.0046)  -0.724
C (-2.2639, -2.1330, -5.1189)  -1.055
C (-2.4538, 2.2975, 5.8443)  -1.130
B (0.4544, 0.3675, -4.6688)  -0.980
H (-4.9426, -0.7428, 1.2321)  0.445


2.
Here is a molecular structure, C37H57N4OPTeTi from the OMol25 dataset. Energies are from ωB97M-V/def2-TZVPD.

Properties
- multiplicity = 1
- charge = +4

Each line ends with the Mulliken charge.
CARTESIAN COORDINATES (ANGSTROEM)
C (-1.1687, 1.5667, 5.3272)  -1.561
C (-2.0163, 0.0573, 1.0833)  -0.459
C (-2.9459, 0.9734, -1.0119)  -1.124
H (3.2847, -8.1493, -2.7663)  0.369
H (1.3816, 0.6421, 4.9764)  0.282
H (3.2211, -5.1055, -0.8151)  0.459
H (2.0067, -3.6958, -4.4680)  0.451
C (-2.0310, 7.5499, -2.7676)  -0.676
C (-2.0032, 1.2622, 1.8334)  -0.037
N (2.1071, -5.7775, -4.5522)  0.167
C (-0.8279, 4.0652, -1.8664)  -0.625
H (1.0761, 1.4199, -4.5003)  0.632
C (1.4514, -1.8574, 2.5824)  -1.906
H (0.4774, 3.6984, 3.1088)  0.052
C (2.8530, -7.2807, -2.2695)  -0.774
H (-1.9387, 1.2410, -1.3734)  -0.379
H (-4.9816, -0.8075, -0.3965)  0.482
N (3.5398, -6.0937, -2.6319)  0.165
C (-2.0440, 3.2816, 3.8073)  -1.780
H (-0.8743, -2.3115, 3.9850)  0.360
H (-1.9286, 4.0542, 4.5663)  0.576
C (0.7061, -0.8733, 3.5069)  2.035
H (-2.3518, -2.3556, -0.2440)  0.416
C (-1.0122, 1.1984, 2.8627)  1.031
C (0.6835, 1.1546, -2.4235)  -0.572
H (-0.3380, 0.9597, 5.6700)  0.264
C (1.4508, -4.5559, -4.0900)  -0.877
H (-4.3240, -1.3730, 1.1406)  0.397
H (3.3560, 2.4875, 0.7785)  0.512
H (0.3345, -6.8821, -4.5560)  0.374
C (1.7718, -0.1001, 4.2923)  -1.740
H (0.4747, 3.6367, 4.8602)  0.568
H (-0.4091, -6.1836, -2.3390)  0.460
H (0.0805, 4.0436, -2.4637)  0.591
H (-3.1878, 8.8658, -1.5332)  0.448
C (2.4160, 1.5625, -0.9334)  0.379
C (2.7865, 1.8899, -3.2654)  -0.504
C (0.4113, 3.0192, 3.9638)  -1.267
C (0.6236, -6.1520, -1.9891)  -0.821
C (-0.9192, 2.2529, 3.9690)  1.246
H (-2.0662, 0.9470, 5.2954)  0.383
H (3.9613, -6.7377, -4.5742)  0.318
H (-1.3338, 2.3396, 6.0778)  0.509
H (-0.8520, 6.0607, -3.7641)  0.474
H (1.2915, 2.3795, 3.9667)  0.219
H (-4.7533, 0.3300, 0.9328)  0.373
H (-3.2959, 7.2986, 0.3652)  0.491
Te (-0.3497, 3.7541, 0.2154)  0.485
H (-2.0137, 3.7785, 2.8389)  0.039
H (-2.6932, 2.0790, 1.7021)  1.160
C (-2.7146, 7.8967, -1.6112)  -0.692
N (1.1297, 1.2043, -1.1462)  0.746
C (-2.9151, -0.2529, -0.0947)  1.757
O (1.7895, 1.2402, 1.3500)  -0.216
C (2.9207, 1.5324, 0.4819)  -0.766
C (-2.2317, 4.7756, 0.4817)  -0.756
C (-2.1708, 5.7699, -0.6458)  0.435
P (1.3307, -4.4351, -2.2337)  0.498
H (2.2708, -2.3091, 3.1399)  0.494
H (-0.6150, -1.1149, 5.2566)  0.307
H (2.5493, 0.3709, 3.6725)  0.402
H (-3.0286, 4.0372, 0.3831)  0.433
C (-2.3782, -1.4601, -0.8657)  -1.881
H (3.6602, 0.7401, 0.6112)  0.597
H (-3.3630, 1.8505, -0.5163)  0.334
H (-0.3427, 0.8447, -2.5704)  0.600
H (0.9458, -8.1210, -2.5524)  0.341
C (-1.4000, 6.3164, -2.8658)  -0.825
C (-2.7761, 7.0140, -0.5410)  -0.896
C (-0.3326, -0.0740, 2.7024)  0.139
H (1.8871, -1.3731, 1.7012)  0.125
H (0.4498, -4.5009, -4.5237)  0.436
H (-3.0247, -1.6735, -1.7162)  0.460
H (2.3279, -0.8199, 4.8933)  0.631
Ti (-0.0562, 0.9917, 0.6149)  0.643
H (2.0383, 1.2138, 2.2929)  -0.288
H (-1.5078, 3.2705, -2.1732)  0.390
H (4.0338, -4.9880, -4.3393)  0.359
H (0.5520, -2.4119, 5.0185)  0.495
H (0.8170, -2.6772, 2.2469)  0.463
H (-2.2641, 5.2438, 1.4606)  0.645
H (2.8433, -7.4364, -1.1914)  0.374
C (3.0975, -4.9184, -1.8843)  -0.883
C (-0.9795, -0.7401, 1.6108)  -0.940
H (3.7518, -4.0817, -2.1371)  0.450
C (1.3773, -6.9545, -4.2498)  -0.761
H (3.4296, 2.1734, -4.0890)  0.514
H (-3.0297, 2.8342, 3.9440)  0.410
C (3.4849, -5.8911, -4.0792)  -0.901
H (-1.9730, 8.2497, -3.5899)  0.438
H (-0.6986, -1.7165, 1.2455)  0.466
C (-1.4799, 5.4222, -1.8093)  0.530
H (1.8394, -7.8299, -4.7057)  0.373
C (3.2608, 1.9301, -1.9624)  -0.874
H (-3.5486, 0.7771, -1.8994)  0.558
C (1.4788, 1.4767, -3.4985)  -1.201
H (0.6268, -6.4177, -0.9314)  0.458
H (-1.3652, -1.2913, -1.2594)  0.273
N (1.3841, -7.2147, -2.7296)  -0.014
C (-4.3277, -0.5420, 0.4348)  -1.771
H (4.2775, 2.2346, -1.7485)  0.590
C (-0.1176, -1.7218, 4.5044)  -1.562


Number 1: gap between HOMO and LUMO 6.82 eV. Number 2: gap between HOMO and LUMO 5.36 eV.